# 1
{
  "formula": "C6H14N2O2",
  "method": "ωB97M-V/def2-TZVPD",
  "smiles": "CNC(C)=O.CNC(C)=O",
  "mol_weight_g_mol": 146.19,
  "gap_ev": 9.85,
  "symbols": ["C", "H", "H", "C", "C", "H", "H", "C", "H", "O", "N", "H", "H", "C", "H", "H", "H", "H", "N", "O", "C", "H", "H", "H"],
  "xyz": [[1.9281, 0.6103, 2.7346], [-0.2516, -1.2165, 0.0904], [1.8539, -1.4226, -1.3580], [-2.5333, -0.5298, -1.2519], [0.8086, 0.7383, 1.7330], [1.7108, 2.1604, 0.6190], [2.7636, 1.2481, 2.7512], [-0.2327, 2.1473, -0.1038], [-0.7429, 1.4744, -0.7445], [-0.2209, 0.0969, 1.8661], [-0.2129, -1.2580, -0.9579], [-2.6058, -0.3381, -0.1572], [-1.0951, 2.4969, 0.5368], [-1.3140, -1.2784, -1.7371], [0.1640, 3.0078, -0.6106], [2.2083, -0.4919, 2.6480], [-2.7699, 0.3541, -1.7544], [0.9424, -2.8549, -0.6570], [0.9490, 1.5526, 0.6355], [-1.2357, -1.6672, -2.9406], [0.9659, -1.9668, -1.4071], [-3.4247, -1.1976, -1.2745], [1.3851, 0.6232, 3.7042], [0.9597, -2.2883, -2.3643]],
  "forces_ev_per_angstrom": [[-1.73, -2.95, 0.73], [-0.57, 0.52, -1.57], [1.41, 1.22, 0.84], [-1.39, -2.61, 2.72], [-0.46, 0.70, -1.18], [1.41, 0.83, 0.14], [0.90, 0.85, -0.37], [-0.04, 0.04, 2.01], [0.26, -0.85, -0.91], [-0.03, -0.23, 0.28], [0.18, -0.02, 1.15], [1.00, 0.25, -0.51], [1.30, -0.26, 0.08], [0.33, 0.73, -3.25], [0.00, 0.20, -0.49], [0.15, 1.44, 0.11], [-0.02, 1.23, -1.14], [1.05, 0.99, -1.62], [-2.24, -0.07, 0.00], [-0.56, 0.62, 2.85], [-1.10, -1.92, 4.41], [0.52, 0.26, -0.86], [0.54, 0.25, -0.43], [-0.92, -1.21, -2.98]],
  "lowdin_charge": [0.0035, 0.1284, 0.0569, -0.0207, -0.5611, 0.0922, 0.0535, -0.0366, 0.0303, 0.0152, 0.0028, 0.0836, 0.1043, -0.5103, 0.0721, 0.1133, 0.0556, 0.1285, 0.0378, -0.0122, -0.0619, 0.0919, 0.0975, 0.0354]
}

---

# 2
{
  "formula": "C2H4NO2",
  "method": "ωB97M-V/def2-TZVPD",
  "smiles": "[NH3+][C@H]1OC1=O",
  "charge": 1,
  "mol_weight_g_mol": 74.06,
  "gap_ev": 10.85,
  "symbols": ["C", "O", "C", "N", "H", "H", "O", "H", "H"],
  "xyz": [[0.0727, -0.0919, 0.6716], [1.0643, -1.0817, -0.2347], [1.4470, 0.1159, 0.0705], [-0.9828, 0.1461, -0.3054], [-1.5942, -0.7536, -0.6294], [-0.0031, -0.5427, 1.6266], [2.2806, 0.8835, 0.0580], [-1.6289, 0.7632, -0.0193], [-0.6556, 0.5613, -1.2379]],
  "forces_ev_per_angstrom": [[2.49, -1.70, -3.45], [-1.15, 0.47, 0.94], [-2.51, -1.25, 1.39], [0.28, -4.27, -3.49], [1.87, 2.03, 1.14], [-1.14, -0.18, 0.74], [3.27, 2.46, -0.68], [-3.25, 3.18, 1.89], [0.13, -0.74, 1.52]],
  "lowdin_charge": [0.0766, 0.1839, -0.5500, 0.2329, 0.2713, 0.1605, 0.2808, 0.1149, 0.2290]
}

---

# 3
{
  "formula": "C45H49BN4O6Tc",
  "method": "ωB97M-V/def2-TZVPD",
  "charge": 2,
  "multiplicity": 2,
  "mol_weight_g_mol": 850.72,
  "gap_ev": [5.40, 5.40],
  "symbols": ["H", "C", "H", "H", "H", "H", "C", "C", "H", "C", "C", "C", "H", "H", "H", "C", "C", "H", "C", "C", "H", "H", "C", "C", "H", "C", "C", "O", "H", "H", "H", "C", "H", "N", "H", "C", "H", "C", "C", "H", "C", "O", "C", "B", "C", "H", "C", "H", "N", "C", "H", "H", "C", "O", "H", "C", "H", "C", "C", "H", "H", "H", "C", "H", "C", "C", "H", "C", "C", "C", "C", "H", "C", "H", "C", "H", "H", "C", "H", "H", "H", "C", "O", "C", "C", "O", "N", "H", "H", "C", "C", "C", "H", "C", "O", "H", "H", "H", "H", "H", "C", "H", "H", "Tc", "N", "H"],
  "xyz": [[-7.0166, 0.2585, -3.3431], [-5.2361, 0.4424, -2.1436], [-2.3658, 3.1667, -1.4478], [1.2526, -3.1459, -3.6213], [-6.8132, -3.1213, 2.4579], [-8.0416, -2.5219, 0.3793], [-4.5260, 0.0400, -1.0377], [5.7710, -0.6533, 0.4751], [2.4921, 7.4199, -2.3883], [0.4549, -4.8322, 0.0407], [2.0084, 6.4427, -2.4138], [-6.3384, -2.5657, 1.6632], [2.9729, -5.4420, -1.1580], [1.0256, -1.9011, -0.3675], [-0.9843, 1.4765, 8.7153], [2.9965, 1.2641, -0.9383], [5.2434, 0.0449, -0.7867], [-4.8308, 1.2428, -2.7529], [1.3387, 3.7472, -1.0602], [0.2982, -5.7468, -3.3388], [0.8791, -6.2611, -4.1061], [1.1615, -5.6094, 0.2927], [-0.5186, -3.3446, -1.5851], [-1.1430, 0.5678, 8.1380], [2.6541, -3.3221, -2.5535], [1.9484, -3.8655, -3.1868], [-0.3698, -4.3548, 1.0634], [-2.2520, -1.8309, -0.6189], [5.5564, 2.0725, -0.0355], [6.9459, 1.3550, -0.8424], [-0.5469, 7.3439, -2.0514], [2.9742, -1.0571, -0.5257], [-0.4029, -5.0761, -3.8407], [-0.5311, 2.2664, -1.1536], [-3.5413, 1.7442, -0.9090], [5.6485, -0.7638, -2.0319], [0.5382, 8.3326, -1.0885], [-7.0950, -0.9726, -1.6098], [5.8601, 1.4412, -0.8740], [-4.3485, -2.7064, 2.5067], [-1.7515, 0.3743, 2.2282], [0.0757, 0.2101, 7.4680], [-1.2780, -2.8555, -0.5590], [-2.9078, -1.9610, 0.6050], [1.6132, 1.2506, -0.9289], [5.4586, -0.1251, 1.3781], [-1.2519, -3.3667, 0.7185], [-0.2773, -6.4935, -2.7891], [0.9016, 0.1123, -0.7853], [-2.0646, 0.6225, 4.6816], [1.4084, 6.3836, -3.3237], [5.2449, -0.3143, -2.9416], [0.6491, -0.1064, 5.1101], [-2.9598, 0.6147, 2.0314], [6.8609, -0.6681, 0.4515], [-0.8314, 4.6359, -1.3515], [-0.6109, -2.9380, -2.5840], [0.3904, -4.3690, -1.2767], [-1.3074, 3.3445, -1.3220], [-1.4590, -0.2573, 8.7747], [5.4319, -1.6875, 0.5466], [5.6022, 1.9436, -1.8090], [-6.4963, -0.0899, -2.4619], [2.7905, 5.6830, -2.4690], [3.7241, 0.0953, -0.7463], [-7.0123, -2.2133, 0.5211], [2.8934, 5.7757, 0.0606], [0.0601, 7.3550, -1.1438], [-5.0624, -1.0050, -0.2579], [-6.3927, -1.4246, -0.4728], [0.8029, 2.4758, -1.0637], [-0.3260, -4.7602, 2.0653], [-4.9803, -2.3018, 1.7267], [2.8992, -6.3041, -2.6941], [0.1178, -0.0351, 3.8203], [-1.5344, 5.4430, -1.4920], [2.3478, 7.4420, 0.1869], [1.2372, -4.9732, -2.3983], [-0.5978, 7.2582, -0.2772], [1.8564, -6.8043, -1.3730], [-3.3468, 0.8160, 0.4443], [-0.2007, 0.1960, 6.1444], [-2.2804, -2.7942, 1.4728], [2.2985, -5.9352, -1.8625], [1.1361, 6.2691, -1.1602], [-0.9176, 0.1585, 1.2650], [-4.3431, -1.6104, 0.7712], [1.6791, -0.3792, 5.2943], [2.4060, 3.8687, -0.9469], [-1.5260, 0.5523, 5.9330], [2.0064, 6.4102, 0.0997], [-1.2079, 0.3177, 3.6046], [-8.1080, -1.3151, -1.7751], [0.5295, 4.8752, -1.1878], [-2.1299, 0.8047, 7.1275], [5.2941, -1.7949, -1.9716], [2.5103, -4.3078, -4.0106], [0.7429, -0.2586, 2.9673], [1.4437, 6.1629, 1.0020], [6.7358, -0.7855, -2.1172], [1.5998, -1.0093, -0.5518], [-3.0928, 0.9068, 4.5103], [3.5114, 2.1997, -1.0894], [-1.1995, 0.3311, -0.7897], [-3.3756, 0.7896, -0.6109], [3.4510, -2.0095, -0.3376]],
  "forces_ev_per_angstrom": [[0.02, 0.02, 0.00], [-0.02, 0.02, -0.03], [0.00, 0.01, 0.05], [0.00, -0.01, 0.00], [0.03, 0.01, 0.00], [0.01, 0.04, -0.01], [0.09, 0.08, 0.01], [-0.02, 0.02, 0.02], [-0.01, -0.01, -0.01], [0.05, 0.06, 0.00], [0.00, -0.01, 0.00], [-0.06, -0.01, 0.02], [-0.01, -0.02, -0.01], [-0.06, -0.05, -0.01], [0.01, 0.04, -0.01], [0.09, 0.04, 0.05], [-0.01, -0.02, -0.03], [-0.03, -0.02, -0.02], [0.05, 0.06, -0.08], [0.00, 0.04, 0.00], [-0.01, 0.02, 0.00], [-0.03, 0.00, -0.01], [0.08, 0.07, -0.05], [0.01, 0.00, -0.09], [-0.02, 0.01, -0.01], [0.04, -0.01, 0.01], [0.06, -0.05, 0.04], [0.01, -0.09, 0.00], [0.01, -0.01, -0.01], [0.00, 0.01, -0.01], [0.01, 0.00, 0.02], [0.03, -0.04, -0.01], [0.00, -0.02, 0.02], [0.20, 0.05, 0.27], [0.00, -0.01, -0.01], [0.00, 0.02, 0.02], [0.00, -0.01, 0.00], [-0.03, -0.03, 0.00], [0.00, -0.01, -0.01], [-0.05, -0.03, -0.02], [-0.12, 0.15, -0.06], [-0.06, 0.02, 0.02], [-0.12, 0.03, -0.05], [0.22, 0.15, -0.07], [-0.14, -0.03, -0.02], [0.01, -0.01, -0.01], [-0.06, 0.01, 0.08], [0.02, 0.00, -0.01], [0.33, 0.05, 0.02], [-0.04, -0.01, -0.13], [0.01, 0.00, 0.01], [0.02, -0.01, 0.01], [0.06, -0.01, -0.09], [-0.09, -0.14, -0.01], [-0.01, -0.01, 0.00], [0.00, 0.04, -0.03], [0.00, -0.03, 0.01], [-0.01, -0.01, 0.03], [-0.08, -0.08, -0.05], [-0.02, -0.04, -0.01], [0.00, 0.02, 0.00], [-0.01, 0.00, 0.02], [0.02, 0.01, -0.01], [0.00, 0.02, 0.00], [0.03, 0.03, -0.02], [-0.01, -0.05, 0.00], [-0.03, 0.00, 0.01], [-0.01, -0.01, 0.00], [0.01, -0.01, 0.07], [0.01, 0.05, 0.01], [0.05, -0.08, 0.00], [-0.01, 0.00, -0.03], [0.05, -0.05, 0.01], [0.00, 0.00, 0.01], [0.05, -0.03, 0.05], [0.00, 0.00, 0.03], [0.02, -0.02, -0.01], [-0.04, -0.03, 0.00], [0.01, 0.02, -0.01], [0.00, 0.01, -0.01], [0.05, 0.04, 0.05], [0.08, -0.02, 0.08], [0.05, 0.01, 0.06], [0.00, 0.01, 0.00], [0.00, -0.02, 0.00], [0.19, 0.03, -0.62], [-0.05, 0.11, -0.01], [-0.03, 0.01, -0.01], [-0.03, 0.01, 0.00], [-0.11, 0.03, 0.06], [-0.01, 0.01, 0.00], [-0.02, -0.03, -0.04], [0.01, 0.00, 0.00], [0.03, 0.00, -0.02], [0.06, -0.02, 0.03], [0.00, 0.02, -0.01], [0.00, 0.01, 0.01], [0.01, 0.00, 0.01], [0.01, 0.02, -0.01], [-0.02, -0.01, 0.01], [-0.12, 0.06, 0.03], [0.01, 0.00, 0.01], [0.01, -0.03, 0.00], [-0.40, -0.16, 0.51], [-0.24, -0.15, -0.06], [0.00, 0.01, 0.00]],
  "lowdin_spin": [0.0000, -0.0004, 0.0000, 0.0000, 0.0000, 0.0000, 0.0008, 0.0003, 0.0000, 0.0001, 0.0003, 0.0001, 0.0000, 0.0001, 0.0000, -0.0009, 0.0005, 0.0000, -0.0009, 0.0000, 0.0000, 0.0000, 0.0020, 0.0000, 0.0000, 0.0000, 0.0003, 0.0048, 0.0000, 0.0000, 0.0000, -0.0004, 0.0000, 0.0011, 0.0005, 0.0004, 0.0000, -0.0005, 0.0000, 0.0000, 0.0049, 0.0006, 0.0019, 0.0006, 0.0043, 0.0000, 0.0000, 0.0000, 0.0026, 0.0002, 0.0000, 0.0000, -0.0001, 0.0020, 0.0000, -0.0001, 0.0010, 0.0002, 0.0039, 0.0000, 0.0000, 0.0000, 0.0001, 0.0000, 0.0044, -0.0001, 0.0000, 0.0000, -0.0001, 0.0000, 0.0029, 0.0000, -0.0001, 0.0000, 0.0013, -0.0001, 0.0000, 0.0000, 0.0000, 0.0000, 0.0029, 0.0009, 0.0000, 0.0000, 0.0004, 0.0155, 0.0001, 0.0000, -0.0001, 0.0000, 0.0002, -0.0007, 0.0000, 0.0036, 0.0000, 0.0000, 0.0000, 0.0002, 0.0000, 0.0001, 0.0038, 0.0000, -0.0002, 0.9272, 0.0078, -0.0001]
}

---

# 4
{
  "formula": "C32H27ILiN5O8S",
  "method": "ωB97M-V/def2-TZVPD",
  "charge": -2,
  "mol_weight_g_mol": 775.51,
  "gap_ev": 5.74,
  "symbols": ["H", "C", "C", "H", "C", "C", "C", "C", "C", "H", "I", "C", "H", "C", "C", "H", "H", "H", "H", "O", "C", "H", "H", "N", "C", "H", "H", "H", "H", "C", "N", "O", "C", "N", "S", "H", "H", "O", "H", "C", "H", "C", "O", "N", "C", "H", "C", "H", "C", "N", "O", "H", "C", "C", "C", "C", "H", "C", "C", "H", "O", "C", "C", "H", "C", "O", "C", "H", "C", "O", "H", "C", "Li", "C", "H"],
  "xyz": [[-5.4012, -0.7001, 1.7364], [-2.1618, -1.2569, 0.9880], [-2.6370, 1.0010, 0.8321], [-0.1726, 5.6338, 0.1189], [-1.0907, -2.2866, 0.7993], [-2.0254, 4.7303, 0.7436], [-3.4665, -1.5478, 1.3751], [1.8981, -0.1584, -2.3622], [0.4836, 1.8754, -4.5316], [-0.5807, 6.2591, -3.8825], [4.2491, -0.0641, 0.6323], [-2.0398, 2.3477, 0.5698], [1.7005, 5.5258, -4.1976], [1.8416, 2.1624, -4.4768], [-0.0069, 4.2351, -4.3499], [-2.5035, 5.6611, 1.0264], [2.7404, 2.0446, 7.1834], [0.8344, 3.4427, -0.4850], [-0.4553, -5.6001, 0.8278], [0.6807, 0.8356, 1.9985], [0.8781, 1.6957, 2.8858], [0.9573, -1.1851, -4.0181], [0.7711, -0.8667, 3.7087], [-0.8127, 2.3441, 0.0410], [1.0325, -1.2739, -2.9329], [-4.6839, 1.6029, 1.1977], [1.2796, 0.7355, -2.2403], [-1.3737, 5.5903, -5.3146], [2.0849, -2.2253, 0.0606], [-4.3739, -0.5035, 1.4539], [3.1285, 0.1433, -3.1469], [-1.0280, -2.3636, -2.5462], [-0.7432, 4.7217, 0.2320], [0.1200, -1.8125, 0.4924], [3.0286, 0.8504, -4.6075], [1.8097, -4.6970, 0.2687], [3.3508, 3.6655, -4.2962], [2.9265, 0.2932, 8.8165], [-1.8774, 5.0748, -3.7027], [-2.6884, 3.5247, 0.9198], [1.3965, -1.8124, 5.9605], [-1.0147, 5.3540, -4.3089], [-0.8378, -0.2458, -1.8109], [2.4374, -0.4621, 7.9906], [-0.1788, 3.4970, -0.1000], [-3.6780, 3.5070, 1.3565], [2.0788, 0.0784, 6.6774], [-2.3290, -4.0174, 1.1359], [-3.9706, 0.7905, 1.1677], [-1.7851, -0.0089, 0.7545], [4.3124, 1.4512, -4.8718], [3.8339, 0.6193, -2.5908], [1.3590, 4.4997, -4.2906], [1.1196, -2.6650, 0.3002], [2.2912, 1.4263, 6.4200], [1.9124, 1.9360, 5.1922], [-3.7761, -2.5559, 1.6114], [0.9642, -4.0401, 0.4209], [2.2869, 3.4701, -4.3405], [1.4707, -2.2523, -2.7353], [0.7210, 2.9294, 2.8573], [1.1724, -0.2419, 4.4955], [1.3420, 1.1125, 4.2265], [0.1466, 0.8497, -4.6110], [1.5270, -0.7663, 5.7250], [2.4753, -0.0815, -5.5495], [-1.3364, -3.6466, 0.9200], [-1.4901, 2.6851, -4.4697], [-0.2883, -4.5337, 0.7327], [2.2220, -1.6429, 8.2120], [2.0378, 2.9829, 4.9525], [-0.4119, -1.2904, -2.3839], [0.1699, 0.3569, 0.2639], [-0.4297, 2.9136, -4.4560], [2.2791, -0.4336, -1.3770]],
  "forces_ev_per_angstrom": [[0.00, 0.00, -0.01], [0.10, 0.03, -0.08], [0.09, -0.05, -0.02], [0.00, -0.02, -0.02], [0.03, 0.10, -0.05], [-0.08, -0.01, -0.01], [-0.06, 0.02, 0.00], [-0.05, -0.15, -0.17], [0.04, 0.02, 0.07], [0.00, 0.00, -0.02], [0.13, -0.01, -0.08], [0.09, -0.07, -0.03], [-0.01, -0.03, 0.01], [0.05, 0.12, -0.09], [0.02, 0.04, 0.03], [0.01, -0.01, 0.00], [-0.01, 0.02, -0.01], [-0.03, -0.02, 0.01], [0.00, 0.00, -0.02], [0.03, 0.19, 0.10], [-0.01, 0.01, 0.11], [0.01, -0.05, -0.03], [0.00, 0.00, 0.00], [-0.07, 0.03, 0.10], [0.10, 0.15, -0.04], [0.03, 0.01, 0.02], [0.05, 0.04, -0.03], [0.00, 0.01, 0.03], [-0.02, 0.00, 0.08], [0.02, -0.03, 0.00], [-0.24, 0.17, -0.06], [-0.06, 0.13, -0.04], [0.02, 0.00, -0.01], [0.02, -0.01, 0.13], [0.09, -0.16, 0.20], [0.01, 0.02, -0.02], [-0.04, -0.01, 0.00], [-0.01, -0.02, -0.04], [0.00, 0.00, -0.01], [0.01, 0.07, 0.02], [-0.02, 0.00, -0.04], [0.03, -0.03, 0.03], [0.33, -0.07, -0.29], [-0.03, 0.00, 0.00], [-0.01, 0.00, -0.08], [0.02, -0.02, 0.01], [-0.03, 0.06, -0.10], [0.01, 0.02, 0.01], [-0.08, -0.02, -0.03], [0.00, 0.02, 0.10], [-0.06, -0.03, 0.02], [0.05, -0.14, 0.20], [-0.03, 0.02, 0.04], [-0.04, 0.04, 0.05], [0.06, -0.02, 0.14], [-0.06, -0.02, 0.01], [0.01, -0.01, -0.04], [-0.03, -0.01, -0.01], [-0.06, -0.07, -0.05], [0.06, -0.02, -0.04], [0.01, -0.11, -0.15], [0.06, 0.01, -0.03], [0.03, -0.01, 0.05], [0.00, 0.05, -0.01], [0.03, -0.10, 0.11], [-0.04, -0.01, -0.07], [0.00, -0.05, 0.01], [0.04, 0.01, 0.02], [-0.01, 0.01, 0.02], [0.02, 0.06, -0.02], [-0.01, 0.01, 0.00], [-0.18, -0.09, 0.33], [-0.25, -0.06, -0.16], [-0.05, -0.05, -0.01], [0.00, 0.09, -0.04]],
  "lowdin_charge": [0.0979, -0.1754, -0.1833, 0.0992, -0.2006, -0.0779, -0.0078, -0.2487, -0.0384, 0.0685, -0.4822, -0.1967, 0.1047, -0.2706, -0.2808, 0.0970, 0.1070, 0.1236, 0.0976, -0.1407, -0.6400, 0.0880, 0.1150, 0.1053, -0.1175, 0.0962, 0.0955, 0.0751, 0.0415, -0.0678, -0.1172, -0.0609, -0.0643, 0.1034, 0.6108, 0.1015, 0.1086, 0.0369, 0.0751, -0.0208, 0.1104, -0.0602, -0.0973, -0.3609, -0.1142, 0.0952, -0.1683, 0.0955, -0.0160, 0.1162, -0.3213, 0.0634, -0.0497, -0.1127, -0.0077, -0.0062, 0.0963, -0.0471, -0.0509, 0.1092, -0.0149, 0.0056, -0.0957, 0.1147, 0.0012, -0.3016, -0.0179, 0.1183, -0.0724, 0.0416, 0.1129, -0.7227, 0.5434, -0.0253, -0.0176]
}

---

In the order shown, the computed total energy values come out to -13523.9036, -7713.4760, -68572.4481, -76597.9667 eV.
In the order shown, the computed energy relative to the best compared isomer or geometry (same formula, charge and spin) values come out to 166.0, 239.3, 0.0, 156.4 kJ/mol.